Run P
C2H9NS2 | ωB97M-V/def2-TZVPD

The SMILES is CNC.SS.

ORCA input file:
```
! wB97M-V def2-TZVPD RIJCOSX def2/J DEFGRID3
* xyz 0 1
S 0.6529 1.7645 -2.5953
S -1.2649 2.2834 -2.1088
H 0.9857 0.8700 -1.6553
H -1.3500 2.9581 -0.9565
C 0.0716 -0.1550 1.7845
N -0.5188 -0.5127 0.5082
C 0.1709 -1.6250 -0.1501
H 0.0635 -0.9552 2.5054
H 1.1257 0.1298 1.6285
H -0.4205 0.7087 2.2188
H -0.6261 0.2253 -0.1726
H 1.1433 -1.2527 -0.5084
H -0.3980 -1.9906 -1.0080
H 0.3646 -2.4485 0.5097
*
```


Run Q
C2H9NS2 | ωB97M-V/def2-TZVPD

The SMILES is CCN.SS.

ORCA input file:
```
! wB97M-V def2-TZVPD RIJCOSX def2/J DEFGRID3
* xyz 0 1
S -0.9142 3.5692 -5.4407
S -0.2208 1.9961 -6.5929
H -2.0848 3.7678 -6.0615
H 1.0347 2.2129 -6.2846
C -0.2522 -0.8586 1.4886
C 0.5351 -1.7437 2.4404
N 0.6372 -1.2440 3.8482
H 0.4303 -0.2478 0.9094
H -1.0067 -1.3444 0.8771
H -0.7363 -0.0631 2.0677
H 0.1279 -2.7378 2.6084
H 1.5375 -1.9259 2.1316
H -0.3018 -0.9699 4.1173
H 1.2141 -0.4108 3.8909
*
```


Energies relative to the minimum, eV: run P 0.084; run Q 0.000


Run P
C2H9NS2 | ωB97M-V/def2-TZVPD

The SMILES is CCN.SS.

ORCA input file:
```
! wB97M-V def2-TZVPD RIJCOSX def2/J DEFGRID3
* xyz 0 1
S -1.3748 -1.7537 1.8983
S -1.7510 -1.2995 -0.0755
H -0.2676 -1.0074 2.1722
H -2.0466 -2.5068 -0.6155
C 2.4085 3.1699 -1.5776
C 2.4170 1.8699 -0.7751
N 1.1721 1.1144 -1.1612
H 1.5444 3.7188 -1.2209
H 3.3363 3.7230 -1.4039
H 2.3672 2.9826 -2.6502
H 3.2527 1.1742 -0.7754
H 2.3230 2.1592 0.2751
H 1.4865 0.5620 -1.9408
H 0.9349 0.4471 -0.4314
*
```


Run Q
C2H9NS2 | ωB97M-V/def2-TZVPD

The SMILES is CNC.SS.

ORCA input file:
```
! wB97M-V def2-TZVPD RIJCOSX def2/J DEFGRID3
* xyz 0 1
S -1.5805 -2.7016 -1.2178
S -2.7970 -1.9485 0.3447
H -2.0565 -4.0050 -1.0903
H -1.9332 -1.9709 1.2383
C 0.6448 -0.1464 0.2669
N 0.9116 1.0290 -0.6299
C 1.1646 2.2186 0.0923
H -0.3601 -0.0627 0.7068
H 0.7275 -1.0805 -0.3054
H 1.3815 -0.3150 1.0275
H 0.1232 1.1537 -1.2274
H 0.6147 2.3394 1.1384
H 0.8612 3.1605 -0.5079
H 2.2983 2.3294 0.1637
*
```


Energies relative to the minimum, eV: run P 0.000; run Q 0.537


Run P
C4H6N2 | ωB97M-V/def2-TZVPD

The SMILES is Cc1cn[nH]c1.

ORCA input file:
```
! wB97M-V def2-TZVPD RIJCOSX def2/J DEFGRID3
* xyz 0 1
C -1.7742 -0.2689 0.0730
C -0.2381 -0.1801 0.1323
C 0.9088 -0.9233 -0.2256
N 1.9395 -0.0352 -0.2310
N 1.5957 1.2056 0.1056
C 0.3006 1.1113 0.3395
H -2.1258 0.5257 -0.6058
H -2.1729 -1.2050 -0.3191
H -2.3112 -0.0677 1.0170
H 1.2301 -1.9449 -0.4521
H 2.9033 -0.2057 -0.4770
H -0.2557 1.9883 0.6431
*
```


Run Q
C4H6N2 | ωB97M-V/def2-TZVPD

ORCA input file:
```
! wB97M-V def2-TZVPD RIJCOSX def2/J DEFGRID3
* xyz 0 1
C 0.4304 0.2401 -0.0157
C 1.7189 0.3941 -0.1176
C -0.9456 -1.2063 -0.0882
C -0.7510 1.0368 -0.5261
N -1.8781 1.0093 0.4657
N -1.7914 -0.0820 -0.4366
H 2.2164 1.3463 -0.3936
H 2.3242 -0.3628 0.2641
H -0.8710 -1.9668 -0.8304
H -1.2047 -1.7692 0.8155
H -0.5412 1.9406 -1.1493
H -1.6738 0.9306 1.4689
*
```


Run R
C4H6N2 | ωB97M-V/def2-TZVPD

The SMILES is Cc1c[nH]cn1.

ORCA input file:
```
! wB97M-V def2-TZVPD RIJCOSX def2/J DEFGRID3
* xyz 0 1
C -1.9773 -0.1888 0.0922
C -0.4432 -0.3034 0.0604
C 0.3499 0.8172 -0.0382
N 1.6510 0.4505 -0.1044
C 1.8131 -0.8691 -0.0466
N 0.3046 -1.4354 0.0964
H -2.2815 0.5814 0.8151
H -2.4878 -1.1044 0.3951
H -2.3806 0.1065 -0.8889
H 0.1062 1.8497 -0.1203
H 2.3843 1.1468 -0.1562
H 2.9614 -1.0511 -0.1046
*
```


Energies relative to the minimum, eV: run P 0.000; run Q 5.023; run R 1.104


Run P
C4H6N2 | ωB97M-V/def2-TZVPD

ORCA input file:
```
! wB97M-V def2-TZVPD RIJCOSX def2/J DEFGRID3
* xyz 0 1
C -2.6609 -0.0005 -0.1314
C 2.0387 0.2126 0.1757
C 1.3775 -1.0264 -0.0172
C 0.6558 0.1050 -0.5665
N -1.5416 -0.5049 0.1380
N -0.3879 -0.0205 0.3579
H -3.5279 -0.5711 -0.0105
H -2.7240 0.9773 -0.5265
H 2.3181 0.8448 1.1205
H 2.8251 0.4469 -0.4458
H 1.2061 -1.9186 0.5181
H 0.5523 0.3151 -1.6195
*
```


Run Q
C4H6N2 | ωB97M-V/def2-TZVPD

ORCA input file:
```
! wB97M-V def2-TZVPD RIJCOSX def2/J DEFGRID3
* xyz 0 1
C 0.9403 1.8110 0.3074
C 0.5479 0.4003 0.2414
C 0.7223 -0.6533 0.9514
N -1.1883 -1.9109 -0.0117
C -0.9779 -1.0370 -0.9261
N 0.0535 -0.1786 -0.9139
H 1.5064 2.0100 1.2137
H 0.0483 2.4369 0.3083
H 1.5301 2.0430 -0.5794
H 0.4169 -1.5460 1.4440
H -2.0324 -2.4388 -0.1927
H -1.5671 -0.9367 -1.8423
*
```


Run R
C4H6N2 | ωB97M-V/def2-TZVPD

The SMILES is C/C(C#N)=C/N.

ORCA input file:
```
! wB97M-V def2-TZVPD RIJCOSX def2/J DEFGRID3
* xyz 0 1
C 0.3373 1.6893 -0.1156
C 0.0037 0.3262 0.1795
C -0.3294 -0.6122 -0.7277
C 0.2371 -0.1536 1.4837
H 0.8586 2.2102 0.7302
H -0.6712 2.1993 -0.2757
H 1.0073 1.7758 -0.9815
H -0.3634 -0.2716 -1.7897
H -0.7021 -2.5015 -1.1977
H -0.4234 -2.0735 0.6143
N -0.5866 -1.9128 -0.3839
N 0.6321 -0.6755 2.4642
*
```


Run S
C4H6N2 | ωB97M-V/def2-TZVPD

The SMILES is N#CC[C@H]1CN1.

ORCA input file:
```
! wB97M-V def2-TZVPD RIJCOSX def2/J DEFGRID3
* xyz 0 1
N -2.5297 -0.5341 -1.4214
C -1.8486 0.1520 -0.7879
C -0.9006 0.8994 0.0377
C 0.1251 -0.1012 0.5413
C 1.0784 -0.7766 -0.3818
N 1.4945 0.3199 0.5858
H -0.3990 1.6746 -0.5513
H -1.4360 1.4040 0.8521
H -0.2246 -0.7063 1.3789
H 1.1980 -0.4948 -1.4347
H 1.3155 -1.8461 -0.2763
H 1.9261 0.0393 1.4681
*
```


Energies relative to the minimum, eV: run P 5.494; run Q 3.512; run R 0.000; run S 0.457